Entry 1:
Below is C6H10O as an isolated structure, with properties calculated with wB97M-V/def2-TZVPD.

Positions of all 17 atoms, in Å:
C (-0.431, -0.474, 1.990)
C (-0.164, -0.195, 0.532)
C (-1.193, 0.447, -0.419)
C (-0.390, -0.434, -1.384)
C (0.992, 0.237, -1.445)
C (1.168, 0.449, 0.084)
O (-0.203, -1.388, -0.312)
H (0.491, -0.710, 2.532)
H (-1.107, -1.332, 2.063)
H (-0.910, 0.385, 2.473)
H (-1.188, 1.535, -0.560)
H (-2.201, 0.063, -0.243)
H (-0.812, -0.862, -2.295)
H (0.998, 1.165, -2.025)
H (1.737, -0.446, -1.862)
H (2.020, -0.098, 0.499)
H (1.251, 1.502, 0.374)

Properties
Max |F| in eV/Å: 0.42
Orbital gap in eV: 10.7
Relative energy (zero: lowest compared OMol25 entry of this formula, charge and spin) in eV: 0.6957

Charges per atom according to Mulliken partitioning, unit e: C -1.51; C 0.95; C -0.65; C -0.13; C -0.68; C -0.75; O -0.52; H 0.34; H 0.37; H 0.31; H 0.24; H 0.31; H 0.46; H 0.31; H 0.30; H 0.37; H 0.29

Entry 2:
Below is C6H10O in the gas phase in a non-equilibrium geometry, with properties calculated with wB97M-V/def2-TZVPD.

Positions of all 17 atoms, in Å:
O (-1.281, 1.316, 0.752)
C (-0.184, 1.418, -0.149)
C (-0.414, 0.640, -1.429)
C (-0.453, -0.689, -1.400)
C (-0.296, -1.480, -0.130)
C (0.484, -0.724, 0.997)
C (0.947, 0.772, 0.629)
H (-0.990, 0.552, 1.281)
H (0.020, 2.477, -0.363)
H (-0.543, 1.169, -2.370)
H (-0.626, -1.255, -2.313)
H (0.217, -2.426, -0.344)
H (-1.310, -1.780, 0.191)
H (-0.040, -0.947, 1.954)
H (1.447, -1.185, 1.148)
H (1.155, 1.393, 1.517)
H (1.868, 0.749, 0.030)

Properties
Max |F| in eV/Å: 1.12
SMILES: O[C@@H]1C=CCCC1
Orbital gap in eV: 10.3
Relative energy (zero: lowest compared OMol25 entry of this formula, charge and spin) in eV: 0.8146

Charges per atom according to Mulliken partitioning, unit e: O -0.55; C -0.10; C -0.37; C -0.49; C -0.36; C -1.04; C -0.77; H 0.38; H 0.45; H 0.38; H 0.38; H 0.35; H 0.29; H 0.38; H 0.40; H 0.31; H 0.38

Ordered E_LUMO results: 1.057 0.961; unit eV.